# 1
15
Properties=species:S:1:pos:R:3:forces:R:3 method="wB97M-V/def2-TZVPD" e_tot_ev=-19562.382 e_above_lowest_kcal_mol=124.43 total_charge=0 fmax_ev_per_a=7.2
C -0.78823 -0.16218 -0.85881 -0.06 -1.72 0.29
C -0.49430 1.11327 -0.86797 -0.33 7.22 -0.11
C 0.34514 1.48391 0.28740 -0.77 3.27 -1.60
C 0.69232 0.34576 0.81769 1.19 -1.39 1.54
H -2.86743 -0.31848 -1.49616 4.80 -2.92 -0.52
H -1.29975 -1.39191 -2.57055 -2.37 1.82 4.26
H -0.82933 2.08476 -1.43248 -0.06 -2.71 0.51
H 0.63512 2.53218 0.72440 -0.58 -2.25 -1.40
H 2.39847 -0.37444 1.49438 -0.42 -0.68 0.48
H 2.37794 1.22052 1.72129 -3.24 -3.42 0.85
H -0.49235 -2.73143 1.22956 -0.36 0.08 0.30
N -1.74425 -1.01047 -1.44851 -2.17 1.08 -4.04
N 1.65491 0.22281 1.87615 3.29 2.80 -1.38
N 0.00006 -0.68069 0.18270 0.78 -1.66 1.26
S 0.41167 -2.33362 0.34090 0.31 0.50 -0.43


# 2
13
Properties=species:S:1:pos:R:3:forces:R:3 method="wB97M-V/def2-TZVPD" smiles="FC1=C(OC(F)(F)F)OC(F)(F)O1" e_tot_ev=-26593.601 e_above_lowest_kcal_mol=3.82 total_charge=0 fmax_ev_per_a=4.2
F 1.21461 1.45412 -1.95985 -1.32 -1.25 -0.58
F 1.81327 1.14878 2.78307 -1.69 -1.51 -0.94
F 1.17213 -0.87811 2.12892 -0.61 0.75 0.46
F -0.36444 0.71102 2.57311 1.75 -0.98 -0.47
F -1.11246 -2.27388 -1.56708 -0.65 1.82 0.55
F -2.57635 -0.58335 -1.51692 1.59 -0.97 1.01
O 0.99692 0.89779 0.75028 -0.95 -1.11 2.07
O -0.51795 -0.18527 -2.26967 -0.42 -0.53 0.65
O -0.74561 -0.62631 -0.00974 -2.55 -1.95 -0.19
C 0.32040 0.55567 -1.49221 1.68 1.31 2.36
C 0.19859 0.30793 -0.17719 1.22 1.39 -3.75
C 0.87591 0.41518 2.07687 0.85 2.32 -0.40
C -1.27501 -0.94356 -1.31959 1.08 0.69 -0.75